[1]
A structure of composition C51H33ClF5MnN4O3SSb. Source: the Open Molecules 2025 dataset; level of theory: wB97M-V/def2-TZVPD.

* HOMO-LUMO gap (spin up / spin down): 0.24255 / 0.25529 Ha
* DFT total energy: -5156.85624 hartree
* ⟨S²⟩: 6.09
* energy above the lowest of the compared OMol25 structures with the same formula, charge and spin: 0.0 kJ/mol

The geometry in ORCA input format:
```
! wB97M-V def2-TZVPD RIJCOSX def2/J DEFGRID3
* xyz 1 5
Sb 3.14236 0.63670 -2.85039
Mn 1.61936 -0.32907 1.17372
Cl 6.64646 2.33131 5.73412
S 3.07060 1.09472 -0.62305
F 0.33722 -4.93166 -2.77393
F 2.23492 -3.44851 1.22835
F 0.15559 -0.38892 -1.73266
F -0.43607 -2.39008 -3.36097
F 1.68796 -5.42499 -0.46732
O -11.00274 0.54401 4.11097
O 1.92391 0.92796 2.57099
O 3.48010 -1.06275 1.46795
N -4.90969 1.10037 2.04850
N 0.03802 -1.23182 2.30531
N -4.73580 -0.73104 3.29309
N -0.14952 0.95795 0.74007
C 4.34633 -0.62110 2.24193
C 0.60835 -3.93946 -1.93368
C -0.17347 2.07418 0.03963
C -0.00770 2.72842 -5.92364
C -1.33415 2.83918 -0.10991
C -5.55397 0.20310 2.86166
C -3.59984 0.69738 1.95631
C 1.58202 -3.13287 0.09113
C 2.13793 1.75836 -5.44431
C 2.68625 -3.26646 -4.72416
C -2.49433 2.41765 0.48644
C 7.00805 0.88075 -4.83046
C 1.22358 -1.82153 -0.16785
C 1.25741 2.34400 -6.34334
C 3.77960 -2.27266 -2.36169
C 1.74118 1.54978 -4.12559
C 0.21724 -2.64753 -2.22702
C -2.48362 1.24545 1.25765
C 4.21656 0.48413 3.12765
C -1.26850 0.54903 1.37026
C 4.07599 2.60406 4.90687
C 3.32514 -4.11962 -3.83469
C -2.28426 -1.13058 2.89453
C 5.82028 0.41699 -4.27887
C -0.39753 2.52779 -4.60669
C -8.87706 -0.59267 4.38653
C -2.12313 -2.26428 3.70224
C -0.88374 -2.84456 3.79835
C 4.96133 1.31050 -3.64944
C 3.14568 -1.42023 -3.26077
C 1.29613 -4.18543 -0.75826
C 5.27484 1.88186 4.77671
C 2.59886 -1.90976 -4.44187
C -6.97619 0.29833 3.18916
C 3.00361 1.20710 3.24771
C -1.16970 -0.63740 2.20797
C 7.33088 2.22689 -4.74990
C 5.34413 0.83852 3.90261
C 3.86996 -3.62587 -2.65596
C -9.68599 0.40835 3.85371
C -7.79914 1.29735 2.66307
C -7.53404 -0.63866 4.05030
C -3.52413 -0.43194 2.73599
C -11.61079 -0.39412 4.98710
C 2.97072 2.27695 4.16623
C 0.53203 -1.62764 -1.34538
C 5.28538 2.66184 -3.56542
C -9.13546 1.35581 2.98794
C 0.17955 -2.29505 3.07808
C 0.47442 1.93651 -3.70440
C 6.47211 3.11739 -4.11753
H 2.04794 2.83170 4.26606
H 8.25692 2.58543 -5.17956
H 6.72841 4.16655 -4.05331
H -9.28001 -1.33577 5.05804
H 7.67956 0.18901 -5.32152
H -1.38564 2.82740 -4.28214
H -3.40584 2.99161 0.37509
H 1.16668 -2.73341 3.12513
H -11.15831 -0.35437 5.98021
H 0.76077 2.36463 -0.42357
H -5.33183 1.89711 1.60693
H 0.16073 1.77012 -2.68386
H 6.26192 0.27391 3.79523
H -1.30010 3.74809 -0.69391
H 2.09022 -1.24709 -5.13298
H -0.69152 3.18809 -6.62492
H -11.53816 -1.40829 4.58870
H 3.39122 -5.17676 -4.05651
H -6.90038 -1.41381 4.45894
H 5.57166 -0.63611 -4.34297
H 2.25087 -3.65650 -5.63455
H 4.62168 3.35985 -3.06801
H 4.03612 3.42937 5.60560
H -12.65507 -0.10621 5.05408
H -2.97983 -2.65349 4.23623
H 1.56376 2.50466 -7.36842
H 3.13270 1.48002 -5.77406
H 4.35820 -4.29743 -1.96100
H -9.77987 2.12432 2.58398
H 4.18066 -1.88680 -1.43002
H -7.40885 2.04670 1.98435
H -0.71404 -3.71543 4.41468
H 5.31792 -1.12951 2.22638
*
```

---

[2]
A structure of composition C51H36F15GeHfN2O5S2 at a distorted geometry. Source: the Open Molecules 2025 dataset; level of theory: wB97M-V/def2-TZVPD.

* HOMO-LUMO gap: 0.29290 Ha
* DFT total energy: -6870.29347 hartree
* energy above the lowest of the compared OMol25 structures with the same formula, charge and spin: 0.0 kJ/mol

The geometry in ORCA input format:
```
! wB97M-V def2-TZVPD RIJCOSX def2/J DEFGRID3
* xyz -1 1
Hf 0.07515 0.15936 -0.35499
Ge -2.01630 0.36773 3.43540
S 8.71234 -3.19498 -1.14220
S -0.26785 0.01728 2.27619
F -6.75611 -3.50481 3.68013
F 0.60626 0.42486 8.97824
F -4.81036 -3.90560 1.84349
F -0.98053 -1.66918 8.30714
F -2.79256 2.94041 5.43203
F -2.68158 -2.21462 1.74877
F -5.55205 3.14345 0.76015
F -3.68918 1.19369 1.15885
F 1.04159 2.42927 7.20863
F -4.58762 4.87963 5.02401
F -5.98046 4.99132 2.69962
F -0.19588 2.38259 4.79335
F -4.49921 0.26717 5.30027
F -6.59687 -1.42783 5.41875
F -2.14747 -1.75815 5.89759
O 9.13181 -5.23395 -2.66124
O -1.88050 0.29954 -0.51513
O -0.29811 -1.76549 -0.37241
O -1.82153 -3.12370 -1.29541
O -3.64349 -0.97482 -1.04696
N 0.11954 -0.00904 -2.65298
N 0.47323 2.26736 -0.93138
C -2.32007 0.46327 -4.18246
C -0.95507 -2.75825 -5.65054
C 8.25340 -4.52060 -2.25538
C -4.85162 3.09161 1.89379
C 1.05081 4.35666 -1.59309
C 1.65635 3.22689 1.75803
C 0.50382 -2.13593 -3.83126
C 1.74960 -2.41234 -3.01818
C -5.64313 -1.60552 4.50001
C -2.47221 -0.83769 -0.81969
C 0.59504 3.96955 0.93191
C 1.05729 3.55993 -2.72597
C 7.16905 -2.37763 -0.77335
C 0.69629 3.53784 -0.51137
C -0.26217 -0.97737 -3.64035
C -1.71741 -1.62544 -5.43636
C 6.76867 -1.28911 -1.53926
C 0.21843 1.42761 6.88553
C 0.70817 2.27658 -2.30403
C 6.80028 -4.67609 -2.61145
C 5.54179 -0.69572 -1.30487
C 4.69477 -1.18514 -0.30379
C -2.17381 1.52037 -5.28394
C 0.13426 -3.01612 -4.83955
C 0.50982 1.14644 -3.10995
C -3.42423 2.97160 4.25310
C -3.78500 0.02570 -4.07000
C -3.90349 2.11012 2.11065
C -1.40422 -0.72648 -4.42402
C -5.72230 -2.66870 3.61607
C -3.16790 2.02342 3.28116
C -0.80417 -0.66417 7.44498
C 5.13774 -2.24034 0.49864
C -0.41770 1.38556 5.66114
C -1.41632 -0.67727 6.20250
C -0.81258 3.66668 1.46354
C 1.71164 -3.79362 -2.36331
C 3.37921 -0.64904 -0.16757
C -3.65780 -1.99071 2.62859
C 2.98884 -2.24035 -3.90229
C 0.84612 5.47264 1.04754
C 2.24778 -0.19963 -0.10222
C -4.56892 -0.74192 4.41560
C -1.48759 -2.05688 -0.85937
C -5.07431 4.03381 2.88383
C 6.36891 -2.82976 0.26920
C -4.36099 3.97526 4.06715
C -1.27423 0.35944 5.29720
C -4.72668 -2.87103 2.67616
C -3.56225 -0.90712 3.48227
C 0.00976 0.39855 7.78823
H 2.93471 -2.87981 -4.78678
H 0.67138 1.27472 -4.18027
H 2.65785 3.47560 1.39875
H 7.41137 -0.93495 -2.33526
H 5.21194 0.13781 -1.91013
H 1.53278 2.14969 1.69326
H -4.14458 -0.41183 -5.00306
H 3.07885 -1.20360 -4.23737
H 0.11141 6.03565 0.46821
H -1.14885 1.88679 -5.35825
H 2.63496 -3.96405 -1.80341
H -2.81961 2.37441 -5.07135
H 4.49866 -2.61289 1.28813
H 1.81049 -1.68009 -2.21808
H -1.21938 -3.44915 -6.44169
H 0.87108 -3.85533 -1.67121
H 3.89206 -2.49965 -3.34866
H 6.71048 -3.65156 0.88527
H 0.76731 5.78182 2.09132
H -2.57567 -1.43489 -6.06861
H 6.38004 -3.74191 -2.98085
H -2.05273 0.92465 -3.23062
H -0.83437 3.78791 2.54709
H 1.61056 -4.59181 -3.10192
H -2.45735 1.10665 -6.25418
H 1.26524 5.41177 -1.55843
H -4.40812 0.89227 -3.84090
H -1.54378 4.34593 1.01671
H 1.28158 3.84884 -3.74180
H 1.58551 3.51519 2.80891
H -3.91070 -0.69993 -3.26876
H 6.71164 -5.44622 -3.37542
H -1.11043 2.65036 1.21771
H 0.72488 -3.90795 -5.01084
H 1.84490 5.73165 0.69063
H 6.23199 -4.97715 -1.73126
*
```